[1]
Formula: C10H13NPRu
Source: the Open Molecules 2025 dataset
Level of theory: ωB97M-V with the def2-TZVPD basis set

Values from the calculation:
ΔE to the lowest compared entry with this formula, charge and spin	0.0	kcal/mol
orbital gap (alpha / beta)	8.290 / 6.383	eV
HOMO energy (alpha / beta)	-11.58 / -11.63	eV
⟨S²⟩	6.025
total energy	-23929.834	eV

The geometry in ORCA input format:
```
! RIJCOSX wB97M-V def2-TZVPD def2/J DEFGRID3
* xyz 1 5
H -3.5653 3.3068 1.6821
C -1.6842 0.5189 1.6553
C -2.1286 1.7177 2.2810
H -1.0579 -0.2941 1.9612
Ru -0.5213 -1.4314 -0.2852
C 3.9232 0.3524 -0.3422
C -2.1436 0.5363 0.3065
H 4.2056 -1.3689 -1.6187
C 3.5153 -0.8053 -1.0108
C -2.9424 1.7176 0.1446
H 4.9421 0.6921 -0.3667
H 3.1990 1.9181 0.9836
P -1.3731 -2.6234 -1.8301
H -1.8337 2.1367 3.2378
C 2.9536 1.0168 0.4258
H -1.4947 -4.0304 -1.6854
H 1.7988 -2.2112 -1.2905
C 1.6700 0.4953 0.5484
H -2.6583 -2.2202 -2.2087
H -3.3756 2.1061 -0.7667
N 1.3287 -0.6515 -0.0962
H -0.6459 -2.5152 -3.0598
C -2.9655 2.4407 1.3776
H -2.2459 -0.4080 -0.3397
C 2.2193 -1.3026 -0.8549
H 0.8805 0.9066 1.1516
*
```

[2]
Formula: C60H51AlO19P
Source: the Open Molecules 2025 dataset
Level of theory: ωB97M-V with the def2-TZVPD basis set

Values from the calculation:
ΔE to the lowest compared entry with this formula, charge and spin	0.0	kcal/mol
orbital gap	2.926	eV
HOMO energy	-3.43	eV
total energy	-117823.935	eV

The geometry in ORCA input format:
```
! RIJCOSX wB97M-V def2-TZVPD def2/J DEFGRID3
* xyz -1 1
H -0.8542 1.0221 -12.2741
H -4.5931 -6.5617 7.3011
C 5.6670 0.2771 5.4392
O 7.5098 -0.3362 6.7709
H -1.1487 5.1999 0.4626
O 1.7354 6.8638 0.9553
C -4.0807 -1.3386 0.9750
O 2.8919 0.0210 -10.0696
C 1.1128 0.6420 3.1245
C 1.7126 0.2970 -10.0721
C -3.9948 -5.9520 6.6356
H -0.9436 0.7925 -7.9119
C -3.9698 2.2716 -2.2039
C -3.8420 2.9819 -7.9533
O -2.2625 1.2251 -10.1106
C -0.2787 4.5592 0.3203
O 0.9528 -9.9040 2.2104
O -3.0032 2.5524 -5.7968
H 1.4840 0.2279 -7.8936
C -3.4496 -4.9530 4.4632
C -4.8068 3.5254 -8.6896
H 0.1073 4.3471 1.3151
C -0.2716 -6.9388 3.7245
H -3.6301 -0.3712 1.1614
P -0.9106 2.9914 -0.4463
C 4.3798 0.6090 5.3934
O -6.8366 4.7184 -8.7344
O -7.1925 -3.0235 0.6930
H 6.2825 0.2156 4.5508
H 6.0261 -0.1833 8.8908
H 3.8716 0.8378 4.4644
C 5.0819 -0.5570 -4.0112
C 0.9367 0.4054 -8.8106
O 5.4478 -0.9936 0.0332
C 4.0157 -1.2030 -3.2067
H 0.1637 0.5562 0.2620
H 0.5263 2.1909 -2.2591
C -3.1464 -2.4677 0.7350
C -5.9552 4.2230 -8.0597
H -6.0944 -0.7105 1.1388
C 6.3375 -0.0317 6.7271
H -3.0003 2.4689 -8.3926
C -5.9863 4.2931 -6.5781
C -5.3635 1.7821 -0.1453
H 5.6392 4.8266 0.2689
H -1.0112 0.4900 5.8429
H -3.3799 0.9092 -0.5857
C -4.2918 -5.7969 5.3492
C 0.9407 -8.9043 2.8949
H 2.9939 -9.1487 3.6181
C 0.9170 -6.5348 4.5181
C -3.7418 -3.8022 0.4728
H 7.0523 0.3952 -3.8931
H -6.8316 4.8090 -6.1408
C 1.6248 -0.7522 3.1865
C 0.5519 2.0582 -1.1792
O 7.0054 7.0226 0.4864
H 3.1444 -1.5445 -3.7506
O -2.5375 -5.4405 8.4088
C -5.0575 -3.9804 0.4578
H 3.1544 4.7559 0.4932
H 2.9745 -7.0918 5.0253
C -2.8065 -5.2901 7.2365
H -5.5107 -4.9459 0.2731
H -3.8890 1.3960 -2.8530
H -4.9114 2.8032 -2.3438
C 0.3798 0.5748 -0.8023
C -0.2608 -8.0358 2.9727
H 0.4301 5.1174 -0.2825
C 0.2213 -1.1758 5.1485
H 3.6133 0.4375 8.8054
C -0.3065 0.8413 -11.3578
C -0.3598 0.7062 -8.8212
C -5.3991 -1.5196 0.9633
H 5.5806 9.1364 0.9469
H 1.2948 -0.0029 -0.9653
H -5.4728 1.5246 0.9017
H -1.1165 -8.3466 2.3869
C 5.3377 -0.8648 -1.1677
H -3.0453 -4.6124 0.3009
H -4.8023 3.4860 -9.7719
C 2.9377 6.9070 0.8495
C 5.0128 8.2187 0.8579
C -4.0193 1.7531 -0.8149
O 2.3878 0.9875 6.5865
C 0.1187 1.0557 4.1444
C -5.9900 -2.8545 0.7036
C 0.9878 0.5402 -11.3465
C 4.2303 0.3769 7.9180
O 1.4948 1.4059 2.2692
H -0.4647 0.1358 -1.3284
O -3.7208 -4.8213 3.2867
C -2.2685 -4.2915 5.0625
H -5.0219 3.7853 -4.7550
C 5.5172 0.0454 7.9631
C 2.1188 -7.4040 4.4401
H 3.0979 9.0699 1.1711
C -5.0232 3.7480 -5.8383
C 3.7235 5.6737 0.5831
H -5.1494 -6.2708 4.8882
H 2.3465 -1.0324 2.4284
H 1.5686 -2.6158 4.1963
O -0.1472 -1.9520 6.0085
H -6.1471 2.2327 -0.7392
C 1.2109 -1.5952 4.1273
C 6.2870 -0.0742 -3.2883
Al -2.3212 3.5006 -2.2973
O -4.2318 2.7192 0.1453
H 7.2744 0.1267 -1.4253
C 3.6888 8.1836 0.9775
H -1.1067 -3.9720 6.7987
C 6.4054 -0.2175 -1.9717
C 5.0481 5.7123 0.4637
C 2.1292 -8.5013 3.6891
H -0.2384 2.0752 4.0786
C -1.0814 0.9474 -10.0964
H 3.3669 -1.8130 -1.2870
O 0.9086 -5.5354 5.2032
C 3.5601 0.6856 6.6296
C 5.7968 6.9858 0.5925
O -1.9437 -2.3123 0.7536
C -1.9673 -4.4473 6.3487
H 1.5734 0.4576 -12.2533
C 4.1353 -1.3466 -1.8902
H -1.6677 -3.6819 4.3988
H -1.1362 -6.2935 3.7923
O 4.9778 -0.4288 -5.2112
H 1.4932 2.3914 -0.7410
H -1.4972 3.3692 -3.6788
C -0.2936 0.2098 5.0827
H -2.8378 5.0418 -2.1774
C -3.8754 3.0478 -6.4705
*
```

[3]
Formula: CH6Na7O6
Source: the Open Molecules 2025 dataset
Level of theory: ωB97M-V with the def2-TZVPD basis set

Values from the calculation:
ΔE to the lowest compared entry with this formula, charge and spin	0.0	kcal/mol
orbital gap	2.670	eV
HOMO energy	-16.62	eV
total energy	-44283.624	eV

The geometry in ORCA input format:
```
! RIJCOSX wB97M-V def2-TZVPD def2/J DEFGRID3
* xyz 5 1
Na -4.3937 1.2348 1.7602
O -3.8945 0.9319 -2.1329
H -2.2588 -2.9741 0.3170
O -2.6302 -3.7768 -0.0490
Na 0.9457 0.3507 -4.5542
H -2.0607 -4.4744 0.2753
Na 4.1677 3.3589 4.3685
Na 4.2130 3.0380 -1.6281
O 2.1746 -3.5070 -0.2103
H -3.9697 1.8764 -1.9964
H 1.5236 -2.9013 0.1441
C 0.5367 1.3924 0.4899
H 1.7577 -4.3668 -0.1546
O -0.2600 0.5130 0.8804
H -2.9524 0.7626 -2.1249
O 1.5892 1.5388 1.1577
Na 5.1822 -1.0229 2.0338
Na -0.5303 5.9442 -3.0350
Na 0.4718 0.1932 5.0457
O 0.3883 1.8883 -0.5874
*
```

[4]
Formula: C18H39NO13P
Source: the Open Molecules 2025 dataset
Level of theory: ωB97M-V with the def2-TZVPD basis set

Values from the calculation:
ΔE to the lowest compared entry with this formula, charge and spin	5.5	kcal/mol
orbital gap	3.710	eV
HOMO energy	-1.30	eV
total energy	-56695.023	eV

The geometry in ORCA input format:
```
! RIJCOSX wB97M-V def2-TZVPD def2/J DEFGRID3
* xyz -1 1
H 4.7731 -0.9283 -2.0966
N -1.9075 -0.4180 -0.9956
O -3.2678 3.7899 -4.7589
H 1.4683 -2.4194 -1.0572
C 2.1694 -5.5198 6.7572
H -3.8695 5.5740 5.0448
H 5.3149 -6.2976 -0.1098
O -3.1542 3.5878 2.4099
O 1.8343 -6.0195 5.4570
H -0.0031 -2.0718 -1.9687
H 2.1173 -6.3865 7.4145
H -1.2934 4.4651 -4.6588
O -2.2334 5.4160 1.4470
C -3.7413 4.8542 -5.3912
H 1.3926 -4.1605 2.0918
H -4.9966 4.7903 3.9219
C -5.9547 5.7241 -7.3119
H 4.1567 -2.5605 -2.4110
O 2.7943 -4.1919 4.5326
C -1.8562 3.5729 -4.9216
O -3.0173 3.6605 0.2618
C -5.7417 5.9844 -5.8355
C 0.5355 -1.8712 -1.0436
O 4.2203 -3.9359 -0.0307
H -6.6992 6.0615 -5.3233
C 6.2190 -6.2670 0.4960
H -6.5527 6.5220 -7.7533
H 7.1895 -4.9708 1.9118
O 6.4339 -3.8339 0.4349
H -2.8108 3.6364 -1.7590
O 1.8079 0.4123 -2.1242
H 3.0759 -4.7301 2.0538
H -3.0114 3.3404 4.3984
C 1.2019 -4.4501 7.2175
H 2.6442 0.6003 -1.6594
H -0.0927 -2.1645 -0.2118
H 3.6143 -1.6572 -0.9733
C 2.1918 -5.2284 4.4368
H 3.1964 -5.1558 6.7580
H -3.3349 5.1953 -1.0867
P 0.7732 -0.0415 -0.8474
O 5.5827 -2.3702 -0.9069
C -2.9471 4.1720 3.6990
C -3.9968 5.2148 4.0229
H 6.2102 -7.1233 1.1711
H 5.4328 -4.8525 1.9362
H 0.1774 -4.8213 7.1740
H -0.9754 1.4355 -0.8469
C -0.8149 0.5167 -1.4054
O -5.0644 4.8985 -5.1939
H 1.4255 -4.1555 8.2433
O -3.1003 5.6571 -6.0204
C -2.6700 4.3428 -0.9467
H -5.0040 5.6742 -7.8398
H -1.6320 4.6644 -0.9337
C 4.4526 -1.8566 -1.6353
H -6.4720 4.7752 -7.4586
H -1.5770 2.7630 -4.2512
C -2.7531 4.3307 1.3745
H -1.9409 4.5852 3.7586
H -2.7957 0.0549 -1.0332
H -3.9224 6.0654 3.3474
C 2.0377 -5.0360 2.1190
H 7.0761 -6.3556 -0.1728
C 6.2984 -4.9780 1.2866
H -1.6412 3.2845 -5.9489
H 1.2664 -3.5671 6.5844
O 1.7898 -5.8039 3.3109
H -5.1934 6.9110 -5.6682
H 1.8027 -5.6834 1.2805
C 5.3046 -3.4296 -0.1594
H -1.9422 -1.2202 -1.6029
*
```

> What is the formula in the first record?

C10H13NPRu